[1]
137
Properties=species:S:1:pos:R:3:forces:R:3:mulliken_charge:R:1 method="wB97M-V/def2-TZVPD" e_above_lowest_kj_mol=1501.7
C 3.0128 -4.1189 0.8870 -2.327 2.101 -0.526 -0.846
C 1.6507 -3.5097 0.8015 1.820 -1.477 0.360 -0.109
C 1.1753 -2.0931 1.4740 0.663 1.092 -2.224 -0.106
C -0.4907 -1.9100 1.4013 2.222 -0.088 -0.313 0.561
O -0.7031 -0.4760 1.2592 -2.635 -1.428 -0.528 -0.568
C -1.9970 -0.1372 0.5778 -0.338 -0.102 1.709 -0.219
O -2.9932 -1.2127 0.6364 1.724 0.954 -0.130 -0.177
O -2.5301 0.9667 1.3895 -0.141 -1.455 -1.655 -0.455
C -3.9670 1.1712 1.2843 -1.586 1.745 0.704 -0.126
C -4.8400 0.5560 2.5739 0.546 0.684 -0.211 0.522
C -3.8870 0.3018 3.9027 -1.329 -0.372 0.222 -0.692
O -5.8450 1.5838 3.0024 0.176 -3.446 -5.692 -0.468
C -1.5987 0.3205 -0.9889 0.733 0.810 -0.288 0.134
C -1.6106 1.9914 -1.1043 -1.039 0.851 -0.661 -0.621
C -0.4833 2.7591 -0.2228 -1.303 0.918 1.260 0.037
F -0.0888 4.0210 -0.9471 -0.597 -2.867 1.452 -0.401
O -0.1859 -0.0501 -1.1516 -1.236 0.596 -0.704 0.226
C 0.4326 0.3546 -2.4033 1.676 -1.444 -1.619 -0.072
C 1.8087 1.2890 -2.2220 -0.314 -0.650 -1.026 -0.221
O 1.5478 2.5337 -2.9630 0.763 -1.029 -0.670 -0.366
C 1.6788 2.3589 -4.4177 -0.750 0.209 -1.364 -0.128
C 0.2906 2.7500 -5.2561 -0.189 0.006 0.027 -0.566
N -2.3857 -0.3726 -2.0452 0.444 0.734 1.085 0.301
C -2.0665 -1.7976 -2.3272 0.000 -1.695 -1.247 0.013
C -3.7662 0.0771 -2.3093 -2.221 -0.455 -1.625 -0.872
C -4.9883 -0.9517 -1.8572 -1.212 0.591 0.330 0.240
C -6.0393 -1.2814 -3.1162 0.817 0.071 0.479 -0.891
C -5.3543 -2.1239 -4.3405 -0.389 -0.470 -0.384 -0.398
C -5.1016 -3.7273 -4.0106 0.926 -0.306 -1.511 -0.296
O -6.0223 -4.2878 -3.0082 3.107 -1.907 1.422 -0.324
C -5.1689 -5.2524 -2.2420 1.029 1.347 5.658 0.634
C -4.6276 -6.6250 -3.0265 0.109 0.939 -0.309 -0.753
O -4.8575 -4.9826 -0.9448 -2.213 -1.819 -8.833 -0.519
P -1.0893 -2.6348 3.1079 4.548 -4.386 2.575 1.018
O 0.0447 -3.6753 3.5905 -4.380 3.844 -1.922 -0.719
O -1.1169 -1.3805 4.3270 0.124 -0.775 -3.030 -0.519
O -2.5570 -3.5640 2.9846 1.606 2.096 -0.783 -0.513
H 3.8913 -3.4884 0.3818 -1.509 -1.088 2.591 0.194
H 3.1808 -5.1617 1.4040 -0.480 1.647 -2.427 0.244
H 0.8604 -4.1082 0.1366 1.075 0.777 2.720 0.149
H 1.5925 -1.2255 0.7679 -1.067 -1.540 1.428 0.170
H 1.6080 -1.8722 2.5381 -0.877 -1.009 -2.096 0.399
H -0.8022 -2.5767 0.4887 0.070 1.449 1.812 -0.282
H -3.2308 -1.4832 1.5665 0.600 0.810 -1.042 0.105
H -4.1352 2.3514 1.3845 0.627 -2.425 -0.134 0.322
H -4.4617 0.8902 0.2589 1.255 0.123 1.970 -0.210
H -5.3638 -0.4301 2.1996 0.900 1.795 0.984 0.080
H -3.6356 -0.8415 3.9119 0.008 2.303 0.053 0.182
H -4.5362 0.5011 4.8845 1.308 -0.505 -2.358 0.387
H -2.9615 1.0146 3.9704 -1.732 -1.596 -0.427 0.009
H -6.1767 2.0979 2.2091 0.574 -1.147 0.990 0.301
H -2.6675 2.4488 -0.7945 2.326 -1.152 -0.551 0.406
H -1.4747 2.3549 -2.2342 -0.092 -1.162 2.429 0.437
H 0.4284 2.1236 0.1357 -1.558 1.340 -1.311 -0.050
H -1.0216 3.1447 0.7706 1.291 -0.765 -2.229 0.216
H -0.3006 0.7925 -3.2240 1.480 -0.643 2.124 -0.152
H 0.8512 -0.6492 -2.9015 -1.012 1.929 1.104 0.221
H 2.1006 1.4522 -1.0975 -0.882 0.100 -2.230 0.132
H 2.7545 0.7817 -2.7343 -2.129 0.685 1.156 0.239
H 2.5182 3.0817 -4.8564 -1.587 -1.661 1.166 0.269
H 1.9095 1.2450 -4.6976 -0.165 2.064 0.636 0.082
H 0.3923 2.3510 -6.3755 -0.096 1.103 2.507 0.169
H 0.0683 3.9162 -5.2392 0.653 -2.498 -0.078 0.301
H -0.6698 2.2316 -4.8222 1.950 0.883 -0.649 0.047
H -0.9953 -1.9994 -2.8140 -2.237 0.919 1.136 0.154
H -2.8377 -2.1852 -3.1519 1.648 0.997 1.873 -0.223
H -2.1529 -2.5507 -1.4354 -0.014 1.530 -1.313 -0.060
H -3.8874 0.1621 -3.4961 0.288 -0.033 2.388 0.467
H -4.0935 1.1286 -1.9036 1.385 -2.012 -0.620 0.263
H -4.6288 -1.9112 -1.2966 -0.551 1.735 -1.314 -0.068
H -5.6706 -0.3665 -1.0697 1.463 -1.321 -1.557 0.193
H -6.9526 -1.8606 -2.6657 1.785 1.036 -1.034 0.367
H -6.4203 -0.2539 -3.5372 0.734 -1.973 0.744 0.329
H -4.3283 -1.6484 -4.7214 -2.200 -1.061 1.013 0.146
H -6.0717 -2.0997 -5.2777 1.344 0.021 1.948 0.406
H -4.0047 -3.9660 -3.6465 -2.025 0.944 -0.793 0.217
H -5.2582 -4.3781 -4.9989 0.404 1.600 1.908 0.237
H -5.5405 -7.1755 -3.5244 1.811 1.097 1.210 0.281
H -4.0061 -7.2941 -2.2921 -1.574 1.429 -1.288 0.309
H -3.8883 -6.3215 -3.9095 -1.702 -0.441 1.929 0.252
H -0.5215 -0.6040 4.0462 -1.370 -1.684 0.161 0.385
H -2.5718 -4.1017 2.1353 0.330 1.015 1.346 0.377
C 7.9712 -0.8893 -1.4224 0.140 0.521 0.523 -0.293
C 7.5253 -1.4239 -0.0641 0.879 -0.230 0.052 0.032
O 6.1166 -1.6100 -0.1804 -0.573 0.165 -1.221 -0.203
S 5.7611 -2.0167 -1.7194 -0.059 -0.286 0.033 0.994
O 5.6406 -3.4560 -1.7894 -0.104 1.908 -0.162 -0.554
O 4.7413 -1.1168 -2.2060 1.002 -1.270 0.638 -0.381
O 7.1878 -1.5930 -2.3849 -0.865 -0.589 0.411 -0.351
H 7.7494 0.1786 -1.5178 0.065 -0.064 0.051 0.269
H 9.0366 -1.0562 -1.6023 -0.281 -0.128 -0.118 0.324
H 7.7572 -0.7347 0.7514 -0.298 -0.135 -0.179 -0.031
H 7.9787 -2.3989 0.1438 0.030 0.103 -0.047 0.254
C 5.9538 2.8495 1.6970 -0.553 -0.252 -0.331 -0.271
C 5.2615 2.1704 2.8757 -0.300 0.755 0.066 -0.348
O 6.1617 1.1490 3.2991 0.939 -0.008 -0.549 -0.282
S 7.6916 1.6459 3.0293 1.529 0.581 0.510 1.089
O 8.2159 2.1838 4.2650 4.133 -2.034 -8.402 -0.496
O 8.3732 0.6301 2.2612 -0.832 0.667 0.789 -0.671
O 7.3375 2.8935 2.0414 -0.027 -0.594 0.807 -0.328
H 5.8490 2.2559 0.7831 -0.086 0.051 0.058 0.230
H 5.5726 3.8588 1.5201 0.269 -0.124 0.112 0.310
H 4.2946 1.7425 2.6006 0.296 -0.182 0.056 0.417
H 5.1266 2.8683 3.7089 -0.025 -0.024 -0.105 0.237
C 1.6818 -0.3605 -9.7595 -0.359 0.461 -0.382 -0.382
C 2.0987 0.9273 -9.0542 0.604 -0.106 -0.454 -0.395
O 1.5601 0.8233 -7.7382 -0.413 -1.019 0.081 -0.198
S 1.5450 -0.7462 -7.2944 0.144 -0.309 0.505 1.122
O 2.7222 -1.0002 -6.4940 -1.766 0.167 -0.922 -0.532
O 0.2097 -1.0854 -6.8603 1.776 0.493 -0.292 -0.541
O 1.7882 -1.3865 -8.7739 0.168 0.493 0.942 -0.321
H 0.6386 -0.3103 -10.0875 0.102 0.044 -0.011 0.291
H 2.3214 -0.5875 -10.6166 -0.032 -0.136 0.302 0.316
H 1.7183 1.8195 -9.5571 -0.103 -0.136 0.293 0.332
H 3.1884 0.9947 -8.9687 -0.091 0.001 -0.094 0.291
C 5.4261 1.7960 8.4148 -0.489 0.362 0.036 -0.417
C 4.4771 1.0468 7.4833 -0.024 -0.426 0.586 -0.357
O 5.0299 1.2077 6.1790 0.693 0.352 -0.008 -0.262
S 6.6545 1.2896 6.2985 0.144 0.564 0.105 1.269
O 7.1939 -0.0236 6.0234 -0.423 1.902 0.224 -0.597
O 7.1031 2.4829 5.6195 -5.474 -0.869 7.023 -0.491
O 6.7354 1.5458 7.9066 -0.123 -0.697 -0.598 -0.330
H 5.2461 2.8752 8.3759 -0.046 -0.088 0.023 0.268
H 5.3465 1.4517 9.4494 0.222 -0.032 -0.225 0.326
H 3.4586 1.4405 7.5218 0.223 0.025 -0.238 0.318
H 4.4620 -0.0237 7.7140 -0.045 0.112 0.060 0.296
C -4.9960 4.4330 7.5219 -0.093 0.561 0.273 -0.357
C -6.4167 4.6338 7.0014 -0.108 -0.457 0.477 -0.353
O -6.2797 4.7813 5.5899 0.954 0.074 -0.216 -0.336
S -5.0141 3.8853 5.0840 -0.136 -0.473 -0.141 1.190
O -5.5227 2.6261 4.5873 1.585 4.353 4.045 -0.461
O -4.1302 4.7340 4.3192 -1.157 -1.096 0.669 -0.644
O -4.3438 3.6216 6.5465 -0.460 0.117 -0.485 -0.324
H -4.4610 5.3861 7.5850 -0.095 -0.043 0.049 0.298
H -4.9798 3.9423 8.4987 0.078 -0.094 -0.291 0.306
H -6.8992 5.5126 7.4359 0.116 -0.042 -0.305 0.322
H -7.0342 3.7493 7.1901 0.061 0.083 0.077 0.268

---

[2]
117
Properties=species:S:1:pos:R:3:forces:R:3:mulliken_charge:R:1 method="wB97M-V/def2-TZVPD" smiles="CC[C@@]1([PH2]=O)[C@H](CCCF)C(=O)N[C@]1(OC[C@@H](C)C(C)C)/C(Cl)=C(/C)Cl.CN(C)C=O.CN(C)C=O.CN(C)C=O.CN(C)C=O.CN(C)C=O"
C -0.5937 3.3841 1.9663 -0.429 1.121 -1.110 -1.106
C -1.5660 2.3004 1.2956 1.337 0.211 1.125 -1.338
C -0.8356 0.8799 0.9391 -1.676 0.684 -0.668 1.330
P -0.3696 0.2671 2.6508 1.389 -3.921 0.220 0.686
O 0.5321 -0.9751 2.7033 -1.191 2.116 -0.337 -0.742
C -2.0485 0.1564 0.1212 -1.465 -0.533 0.597 0.634
C -2.5925 -1.2750 0.5871 -0.226 -0.506 0.154 -0.810
C -2.8676 -2.3271 -0.5835 -0.045 -1.162 1.093 0.357
C -2.5574 -3.8012 0.0122 0.429 1.012 -1.541 -0.297
F -2.2611 -4.6167 -1.1625 -0.568 0.531 1.535 -0.347
C -1.7485 0.4806 -1.4093 0.022 0.446 -0.780 -0.450
O -2.2769 0.1119 -2.4628 1.075 1.001 3.212 -0.572
N -0.6419 1.4525 -1.3604 0.252 -0.986 -0.016 -0.142
C 0.2375 0.9480 -0.2440 -0.123 1.093 -0.525 -0.301
O 1.3209 1.8848 -0.0141 -1.252 -1.491 0.577 -0.538
C 2.4480 1.2317 0.6196 2.130 0.404 -0.038 0.117
C 3.3985 2.2569 1.4386 0.324 -1.626 0.028 0.174
C 3.1438 2.2372 3.0141 0.009 1.212 0.302 -1.212
C 4.8998 1.6668 1.2229 0.442 -0.356 1.224 0.206
C 4.9718 0.0775 1.5780 -1.170 0.000 -1.099 -1.146
C 5.9508 2.3681 2.2426 -0.882 -0.735 -0.067 -1.092
C 0.7972 -0.3908 -0.9080 1.776 -0.245 -2.182 0.600
Cl 0.5318 -2.0779 -0.2437 0.232 2.154 -0.500 -0.067
C 1.5637 -0.3605 -2.1020 -1.342 -1.437 1.692 0.094
C 2.1042 -1.7336 -2.7487 0.985 1.807 0.137 -1.223
Cl 2.0428 1.1510 -2.9725 -0.564 -1.682 1.064 -0.170
H -0.4307 4.2072 1.1792 -0.030 -1.152 1.186 0.321
H 0.4368 2.9949 2.2197 -1.419 0.504 -0.127 0.097
H -1.1181 3.9087 2.8346 0.936 -0.904 -0.943 0.274
H -2.3540 2.0199 2.0834 0.857 0.334 -1.374 0.185
H -2.0665 2.7723 0.3969 0.451 -0.827 1.118 0.605
H -1.6110 -0.1021 3.2977 0.547 0.788 -0.638 0.090
H 0.2204 1.2544 3.5097 -0.788 0.097 -0.795 0.056
H -2.9630 0.8275 0.3225 1.280 -0.867 -0.525 0.517
H -3.5609 -1.0954 1.1935 1.846 -0.407 -1.212 0.245
H -1.8593 -1.7773 1.3170 -0.836 0.962 -1.066 0.426
H -3.9645 -2.3140 -0.8890 1.512 0.149 0.139 0.453
H -2.1959 -2.2295 -1.4895 -0.858 0.086 1.176 -0.624
H -1.5894 -3.7775 0.6067 -1.389 -0.165 -0.540 0.195
H -3.4368 -4.2500 0.5653 1.180 0.388 -0.647 0.278
H -0.8670 2.4508 -1.3382 0.076 -0.570 -0.033 0.391
H 3.1172 0.8480 -0.2342 -1.090 0.285 1.245 -0.237
H 2.1830 0.3676 1.3076 -0.070 0.968 -0.929 0.092
H 3.3050 3.3033 0.9971 0.115 -1.316 0.627 0.320
H 2.0538 2.2482 3.3279 1.241 -0.017 -0.561 0.312
H 3.6449 1.3821 3.5659 -0.678 0.899 -0.971 0.229
H 3.6045 3.1996 3.4423 -0.720 -1.400 -0.482 0.334
H 5.1998 1.7715 0.1338 -0.266 0.144 1.304 0.349
H 4.1106 -0.2392 2.2673 1.394 0.488 -0.768 0.310
H 4.7804 -0.4866 0.5931 0.413 0.575 1.487 0.134
H 5.9789 -0.2396 1.9749 -1.439 0.525 -0.411 0.424
H 7.0115 2.1909 1.8986 -1.383 0.544 0.360 0.153
H 5.8363 1.7858 3.2270 0.252 1.095 -1.283 0.321
H 5.6832 3.4545 2.4281 0.616 -1.183 -0.305 0.317
H 2.5620 -1.4827 -3.7700 -0.937 -0.441 1.386 0.374
H 1.3076 -2.5336 -2.8042 1.040 1.041 0.154 0.254
H 2.9991 -2.0281 -2.0919 -1.466 0.000 -0.859 0.291
C -0.9246 -1.8062 -5.0986 0.100 -0.227 0.045 -0.504
N -1.1341 -2.9520 -5.9619 -0.554 0.212 -0.601 0.167
C -0.3858 -4.1685 -5.7091 -0.161 -0.124 -0.252 -0.924
C -2.0095 -2.9231 -7.0006 0.403 0.088 0.506 0.105
O -2.2306 -3.8496 -7.7608 0.512 0.043 0.288 -0.692
H 0.1260 -1.5082 -5.1514 -0.064 0.138 0.122 0.264
H -1.1744 -2.0837 -4.0717 0.034 0.225 0.031 0.049
H -1.5497 -0.9663 -5.4032 0.022 -0.120 0.022 0.283
H 0.2084 -4.4144 -6.5924 0.013 -0.123 0.117 0.327
H -1.0843 -4.9865 -5.5187 0.173 -0.053 0.011 0.311
H 0.2715 -4.0403 -4.8490 -0.116 0.083 -0.067 0.278
H -2.5240 -1.9541 -7.1035 0.035 0.036 0.062 0.308
C -4.6227 1.7486 5.8040 -0.106 -0.074 -0.102 -0.871
N -5.0231 1.0278 4.6129 0.579 -0.231 -0.400 0.153
C -6.4364 0.8397 4.3433 0.088 -0.164 -0.263 -1.023
C -4.1130 0.5228 3.7401 -0.398 0.397 0.675 0.439
O -4.3708 -0.0897 2.7219 -0.362 0.185 0.150 -0.689
H -5.0087 1.2278 6.6842 0.064 0.136 0.075 0.340
H -5.0385 2.7587 5.7650 0.077 0.009 0.166 0.339
H -3.5351 1.8125 5.8742 -0.069 0.008 -0.038 0.218
H -6.6524 -0.2299 4.2917 -0.144 0.099 -0.042 0.311
H -6.6813 1.2929 3.3800 -0.140 -0.087 0.066 0.306
H -7.0387 1.2979 5.1278 0.153 -0.018 -0.035 0.381
H -3.0738 0.7227 4.0412 -0.116 0.131 0.205 -0.040
C -4.8887 -4.5688 -8.7880 -0.063 -0.220 -0.273 -0.777
N -5.2777 -5.3032 -9.9767 0.423 -0.149 -0.271 0.140
C -6.6873 -5.5015 -10.2521 0.186 -0.166 -0.277 -0.981
C -4.3605 -5.8129 -10.8434 -0.238 0.178 0.300 0.111
O -4.6208 -6.4368 -11.8558 -0.192 0.056 0.094 -0.600
H -5.2785 -5.0855 -7.9066 0.056 0.149 0.092 0.324
H -5.3112 -3.5612 -8.8377 0.064 0.026 0.168 0.318
H -3.8008 -4.4970 -8.7087 -0.452 -0.044 -0.096 0.292
H -6.8974 -6.5730 -10.2956 -0.163 0.089 -0.061 0.290
H -6.9298 -5.0581 -11.2209 -0.158 -0.100 0.052 0.290
H -7.2963 -5.0398 -9.4747 0.157 -0.013 -0.025 0.376
H -3.3213 -5.6061 -10.5411 -0.031 0.061 0.102 0.269
C -1.3785 4.7549 9.8222 -0.246 -0.066 -0.095 -0.936
N -1.7946 4.0330 8.6365 0.644 -0.191 -0.342 0.150
C -3.2094 3.8521 8.3824 0.108 -0.141 -0.247 -0.823
C -0.8996 3.5172 7.7495 -0.240 0.162 0.279 0.075
O -1.1880 2.9031 6.7385 -0.236 0.062 0.108 -0.590
H -1.7588 4.2381 10.7069 0.097 0.152 0.082 0.327
H -1.7892 5.7671 9.7868 0.099 0.005 0.170 0.328
H -0.2911 4.8128 9.8825 -0.098 -0.050 -0.079 0.306
H -3.4283 2.7826 8.3353 -0.161 0.088 -0.020 0.246
H -3.4589 4.3044 7.4195 -0.154 -0.072 0.065 0.259
H -3.8038 4.3146 9.1704 0.148 -0.023 -0.037 0.389
H 0.1479 3.7083 8.0325 -0.020 0.036 0.058 0.261
C 10.6772 1.4103 -0.7918 -0.231 -0.006 -0.157 -0.931
N 9.2946 1.0447 -0.5591 -0.020 -0.159 0.715 0.134
C 8.3532 1.1168 -1.6607 -0.216 -0.104 0.203 -0.884
C 8.8500 0.6353 0.6599 0.231 0.043 -0.422 -0.008
O 7.7042 0.3157 0.9181 0.609 -0.003 -0.482 -0.522
H 10.7198 2.4483 -1.1313 0.193 -0.048 -0.004 0.341
H 11.0945 0.7574 -1.5624 0.156 0.115 0.039 0.343
H 11.2668 1.3085 0.1202 -0.123 -0.017 -0.044 0.291
H 7.5491 1.8092 -1.4006 -0.035 -0.078 -0.154 0.233
H 7.9218 0.1274 -1.8294 -0.079 0.120 -0.099 0.300
H 8.8523 1.4586 -2.5676 0.035 -0.027 0.147 0.376
H 9.6434 0.6164 1.4246 0.067 0.030 -0.045 0.320

---

Calculated E_LUMO, 0.2, 0.3 eV (same order as the records).
Calculated E, -6114.89247, -3588.86743 a.u. (same order as the records).
Calculated gap between HOMO and LUMO, 0.2741, 0.3220 Eh (same order as the records).